{
  "formula": "C24H36IrN8PS4Te",
  "method": "ωB97M-V/def2-TZVPD",
  "energy_ha": -3680.443823,
  "orbital_gap_ha": [0.268, 0.235],
  "multiplicity": 2,
  "charge": 1,
  "species": ["Ir", "S", "C", "C", "C", "C", "N", "C", "C", "C", "S", "C", "N", "H", "H", "C", "C", "N", "N", "C", "S", "N", "N", "H", "H", "H", "H", "H", "H", "Te", "C", "C", "C", "C", "S", "H", "H", "H", "C", "C", "C", "P", "C", "C", "C", "C", "C", "C", "H", "H", "H", "H", "H", "H", "H", "H", "H", "H", "H", "H", "H", "H", "H", "H", "H", "H", "H", "H", "H", "N", "N", "H", "H", "H", "H"],
  "positions_angstrom": [[0.554, -0.134, -0.231], [2.428, 0.013, 1.155], [3.642, 0.812, 0.155], [4.855, 1.159, 0.745], [5.850, 1.774, 0.004], [7.089, 2.120, 0.642], [8.065, 2.394, 1.180], [5.629, 2.056, -1.352], [4.418, 1.717, -1.934], [3.421, 1.090, -1.189], [1.898, 0.683, -1.982], [6.640, 2.699, -2.143], [7.442, 3.219, -2.778], [5.026, 0.950, 1.793], [4.248, 1.942, -2.979], [2.001, -4.823, -2.005], [0.859, -3.949, -2.358], [-0.080, -4.207, -3.206], [-0.895, -3.106, -3.185], [-0.488, -2.162, -2.337], [-1.148, -0.662, -1.945], [0.636, -2.702, -1.798], [1.384, -1.995, -0.849], [1.921, -5.745, -2.573], [1.994, -5.065, -0.941], [2.950, -4.341, -2.246], [-1.699, -3.066, -3.791], [2.222, -1.629, -1.317], [1.659, -2.591, -0.070], [-0.764, 2.854, -3.654], [-2.456, 4.005, -3.875], [-3.766, 3.618, -3.691], [-4.689, 4.666, -3.902], [-4.072, 5.838, -4.242], [-2.381, 5.670, -4.305], [-4.041, 2.607, -3.427], [-5.761, 4.561, -3.816], [-4.540, 6.784, -4.465], [0.651, -1.987, 3.475], [-0.351, -0.848, 3.276], [0.204, 0.484, 3.786], [-1.010, -0.765, 1.546], [-2.287, 0.590, 1.704], [-3.265, 0.480, 2.880], [-3.097, 0.857, 0.434], [-2.006, -2.331, 1.378], [-2.666, -2.838, 2.667], [-1.225, -3.486, 0.753], [0.969, -2.005, 4.519], [1.545, -1.866, 2.867], [0.215, -2.961, 3.255], [-1.229, -1.085, 3.878], [1.091, 0.793, 3.232], [0.510, 0.364, 4.827], [-0.539, 1.283, 3.765], [-1.670, 1.472, 1.907], [-4.023, -0.279, 2.693], [-3.791, 1.431, 2.979], [-2.786, 0.274, 3.835], [-3.737, 0.009, 0.188], [-2.493, 1.077, -0.444], [-3.755, 1.712, 0.607], [-2.793, -2.048, 0.672], [-1.928, -3.276, 3.339], [-3.368, -3.631, 2.404], [-3.217, -2.083, 3.217], [-0.388, -3.796, 1.383], [-0.847, -3.236, -0.233], [-1.882, -4.350, 0.642], [-0.634, 2.761, -0.286], [0.320, 1.893, 0.339], [-0.522, 3.701, 0.081], [-1.570, 2.435, -0.075], [0.289, 1.944, 1.358], [1.235, 2.251, 0.067]],
  "forces_ev_per_angstrom": [[0.0, -0.1, 0.3], [0.0, -0.1, 0.1], [0.0, 0.0, 0.1], [0.0, 0.0, 0.0], [0.0, 0.0, 0.0], [0.0, 0.0, 0.0], [0.0, 0.0, 0.0], [0.0, 0.0, 0.0], [0.0, 0.0, 0.0], [0.0, 0.1, -0.1], [0.0, 0.0, -0.2], [0.0, 0.0, 0.0], [0.0, 0.0, 0.0], [0.0, 0.0, 0.0], [0.0, 0.0, 0.0], [0.0, 0.0, 0.0], [0.0, 0.0, 0.0], [0.0, 0.0, 0.0], [0.0, 0.0, 0.0], [0.1, 0.0, 0.0], [0.0, 0.2, 0.1], [-0.1, 0.1, -0.1], [0.1, 0.1, 0.0], [0.0, 0.0, 0.0], [0.0, 0.0, 0.0], [0.0, 0.0, 0.0], [0.0, 0.0, 0.0], [0.0, -0.1, 0.1], [-0.1, -0.1, 0.0], [0.0, 0.0, -0.1], [0.0, 0.0, 0.1], [0.0, 0.0, 0.0], [0.0, 0.0, 0.0], [0.0, 0.0, 0.0], [0.0, 0.0, 0.0], [0.0, 0.0, 0.0], [0.0, 0.0, 0.0], [0.0, 0.0, 0.0], [0.0, 0.0, 0.0], [0.0, 0.0, 0.0], [0.0, 0.0, 0.0], [0.1, 0.0, 0.1], [0.0, 0.0, 0.1], [0.0, 0.0, 0.0], [-0.1, -0.2, 0.0], [0.0, 0.0, -0.1], [0.0, 0.0, 0.0], [0.0, 0.0, -0.1], [0.0, 0.0, 0.0], [0.1, 0.1, -0.1], [0.0, 0.0, 0.0], [0.0, 0.0, 0.0], [-0.1, 0.0, 0.0], [0.0, 0.0, 0.0], [0.0, 0.0, 0.0], [0.0, 0.0, 0.0], [0.0, 0.0, 0.0], [0.0, 0.0, 0.0], [0.0, 0.0, 0.0], [0.0, 0.0, 0.0], [-0.1, -0.2, -0.1], [0.0, 0.0, 0.0], [0.0, 0.0, 0.0], [0.0, 0.0, 0.0], [0.0, 0.0, 0.0], [0.0, 0.0, 0.0], [0.0, 0.0, 0.0], [-0.1, 0.0, 0.1], [0.0, 0.0, 0.0], [0.0, 0.0, 0.0], [-0.1, -0.1, -0.1], [0.0, 0.0, 0.0], [0.2, 0.2, 0.0], [0.0, 0.0, 0.0], [0.0, 0.0, 0.0]],
  "lowdin_charge": [0.567, 0.655, -0.634, -0.051, -0.177, -0.166, 0.190, -0.176, -0.044, -0.643, 0.554, -0.165, 0.192, 0.123, 0.126, 0.020, -0.311, 0.159, 0.068, -0.715, 0.629, -0.092, -0.075, 0.099, 0.091, 0.097, 0.173, 0.066, 0.113, 0.876, -1.106, -0.262, -0.190, -0.413, 0.929, 0.091, 0.104, 0.071, -0.103, -0.540, -0.114, 0.948, -0.527, -0.092, -0.138, -0.502, -0.091, -0.102, 0.094, 0.026, 0.053, 0.087, 0.014, 0.093, 0.070, 0.073, 0.079, 0.093, 0.072, 0.084, -0.001, 0.098, 0.101, 0.078, 0.093, 0.056, 0.074, 0.029, 0.096, -0.014, -0.223, 0.106, 0.027, 0.067, 0.063]
}

=====

{
  "formula": "C24H36N3",
  "method": "ωB97M-V/def2-TZVPD",
  "energy_ha": -1100.055868,
  "orbital_gap_ha": 0.317,
  "charge": 1,
  "smiles": "CC(C)n1n[n+](C(C)C)c(C(C)(C)C)c1C[C@@]1(c2ccccc2)C=CCC1",
  "species": ["C", "C", "C", "N", "N", "N", "C", "C", "C", "C", "C", "C", "C", "C", "C", "C", "H", "H", "H", "H", "H", "H", "H", "H", "H", "H", "H", "H", "H", "H", "H", "H", "H", "H", "H", "H", "H", "H", "H", "H", "H", "C", "C", "C", "C", "C", "C", "C", "C", "C", "C", "C", "H", "H", "H", "H", "H", "H", "H", "H", "H", "H", "H"],
  "positions_angstrom": [[2.575, 0.959, 0.317], [2.043, 1.125, -1.099], [2.487, 2.415, -1.790], [0.597, 1.172, -1.009], [0.015, 2.315, -1.297], [-1.326, 2.050, -1.169], [-2.149, 3.314, -1.015], [-1.819, 4.197, -2.212], [-1.745, 3.980, 0.299], [-1.537, 0.745, -0.799], [-2.987, 0.220, -0.893], [-2.988, -1.301, -0.935], [-3.753, 0.727, -2.138], [-3.695, 0.694, 0.371], [-0.257, 0.165, -0.580], [0.255, -1.156, -0.170], [3.641, 0.746, 0.315], [2.369, 1.862, 0.899], [2.036, 0.118, 0.771], [2.361, 0.258, -1.684], [3.582, 2.448, -1.857], [2.089, 2.467, -2.795], [2.148, 3.288, -1.238], [-3.196, 3.048, -1.003], [-2.298, 5.173, -2.086], [-0.741, 4.330, -2.288], [-2.203, 3.757, -3.141], [-2.256, 4.941, 0.396], [-2.032, 3.348, 1.151], [-0.665, 4.145, 0.310], [-2.533, -1.701, -0.024], [-4.008, -1.684, -1.001], [-2.432, -1.661, -1.807], [-3.814, 1.819, -2.192], [-3.298, 0.359, -3.068], [-4.789, 0.352, -2.099], [-3.736, 1.789, 0.430], [-4.722, 0.306, 0.374], [-3.159, 0.318, 1.255], [-0.500, -1.938, -0.409], [1.230, -1.422, -0.779], [-0.014, -3.283, 1.504], [-1.128, -2.701, 2.400], [-0.520, -1.425, 2.977], [0.702, -1.170, 2.481], [0.966, -1.984, 1.234], [2.443, -2.485, 1.194], [3.498, -1.788, 1.812], [4.832, -2.116, 1.534], [5.139, -3.215, 0.724], [4.090, -4.013, 0.230], [2.756, -3.663, 0.495], [0.594, -3.993, 2.175], [-0.423, -3.841, 0.608], [-2.026, -2.494, 1.788], [-1.456, -3.412, 3.181], [-1.058, -0.881, 3.755], [1.393, -0.411, 2.827], [3.325, -1.021, 2.567], [5.645, -1.502, 1.939], [6.180, -3.448, 0.457], [4.306, -4.891, -0.382], [1.966, -4.353, 0.191]],
  "forces_ev_per_angstrom": [[-0.4, 0.0, 0.1], [1.1, 0.7, 0.1], [0.8, -0.3, 0.2], [-1.4, 0.4, 0.4], [-2.3, -1.9, 0.5], [2.8, -0.1, 0.5], [0.8, 0.3, -0.4], [-0.5, 0.0, -0.2], [-0.2, -0.4, 0.2], [-0.2, 0.1, -0.5], [0.3, 0.1, 0.4], [0.3, -0.2, 0.1], [0.2, 0.1, -0.1], [-0.3, -0.1, 0.4], [-0.4, 1.7, -0.4], [2.9, -3.9, -1.1], [0.0, 0.0, 0.0], [0.1, -0.1, 0.0], [0.5, 0.4, 0.0], [-0.4, 0.0, -0.1], [-0.2, -0.1, 0.1], [-0.1, 0.1, -0.2], [0.1, 0.0, 0.0], [0.1, -0.1, 0.0], [0.1, -0.2, 0.0], [-0.1, 0.1, -0.1], [0.2, 0.1, 0.2], [0.1, -0.1, 0.0], [0.2, 0.2, -0.1], [-0.1, 0.1, 0.1], [-0.1, -0.1, -0.2], [0.0, 0.1, 0.0], [-0.1, -0.1, 0.1], [0.0, -0.4, -0.1], [-0.1, 0.1, 0.2], [0.4, 0.1, 0.1], [-0.1, -0.3, 0.1], [0.2, 0.1, 0.1], [-0.3, 0.1, -0.1], [0.6, 0.9, -0.1], [-2.2, 0.7, 0.3], [1.1, 0.3, 0.7], [-0.3, 0.4, -0.5], [0.2, -0.6, 0.2], [-1.4, 0.0, -0.2], [-1.1, -1.1, 1.5], [-0.4, 0.4, -0.8], [0.2, -0.2, -0.2], [0.0, -0.4, -0.1], [-0.4, 0.0, -0.4], [0.0, 0.4, 0.4], [0.5, 0.1, -0.2], [-0.8, 0.9, -1.3], [0.7, 0.7, 0.9], [0.2, 0.1, 0.4], [0.2, 0.4, -0.3], [0.5, -0.1, -0.1], [-0.3, 0.1, 0.0], [-0.1, 0.1, -0.5], [-0.4, -0.3, 0.0], [-0.6, 0.1, 0.2], [-0.1, 0.2, 0.3], [0.2, 0.4, -0.2]],
  "nbo_charge": [-0.612, -0.056, -0.613, -0.091, -0.008, -0.134, -0.029, -0.624, -0.622, 0.196, -0.089, -0.598, -0.602, -0.599, 0.199, -0.527, 0.242, 0.218, 0.229, 0.231, 0.236, 0.228, 0.227, 0.228, 0.235, 0.234, 0.226, 0.240, 0.221, 0.226, 0.207, 0.234, 0.218, 0.204, 0.225, 0.235, 0.204, 0.229, 0.221, 0.257, 0.258, -0.413, -0.446, -0.162, -0.249, 0.011, -0.092, -0.155, -0.230, -0.199, -0.201, -0.207, 0.235, 0.223, 0.198, 0.236, 0.221, 0.221, 0.206, 0.224, 0.228, 0.226, 0.221]
}